{"formula": "C30H45N15O2PS2", "method": "wB97M-V/def2-TZVPD", "symbols": ["O", "P", "O", "C", "N", "C", "N", "C", "C", "C", "N", "C", "C", "N", "S", "C", "S", "H", "H", "H", "H", "H", "H", "H", "H", "H", "H", "H", "H", "C", "C", "N", "H", "H", "H", "C", "C", "N", "H", "H", "H", "C", "C", "N", "H", "H", "H", "C", "C", "N", "H", "H", "H", "C", "C", "N", "H", "H", "H", "C", "C", "N", "H", "H", "H", "C", "C", "N", "H", "H", "H", "C", "C", "N", "H", "H", "H", "C", "C", "N", "H", "H", "H", "C", "C", "N", "H", "H", "H", "C", "C", "N", "H", "H", "H"], "positions_angstrom": [[-3.776, -3.228, 0.302], [-3.069, -4.023, -1.113], [-4.295, -5.117, -1.747], [-1.467, -4.961, -0.666], [-0.162, -4.599, -1.401], [-0.138, -5.297, -2.744], [0.871, -5.140, -3.702], [2.016, -4.205, -3.261], [1.811, -2.566, -3.071], [3.117, -1.726, -2.548], [4.483, -2.252, -2.211], [4.651, -3.729, -2.424], [3.529, -4.813, -2.925], [-1.389, -6.159, -2.798], [-0.722, -7.753, -3.232], [-1.686, -6.451, -1.313], [-0.055, -7.308, -0.821], [-4.339, -3.898, 0.814], [-4.460, -5.881, -1.102], [-1.203, -4.837, 0.467], [-0.184, -3.556, -1.387], [0.849, -5.636, -4.621], [0.757, -2.060, -3.306], [2.945, -0.556, -2.380], [5.726, -4.181, -2.164], [3.765, -5.961, -3.042], [-1.250, -8.187, -4.459], [-2.639, -7.079, -1.054], [0.548, -6.559, 0.221], [5.900, 0.466, -0.914], [6.136, 1.790, -1.623], [6.331, 2.888, -2.212], [6.852, 0.057, -0.562], [5.238, 0.615, -0.057], [5.438, -0.248, -1.601], [-2.398, -7.112, 2.688], [-2.568, -8.208, 1.649], [-2.709, -9.118, 0.787], [-3.322, -6.533, 2.773], [-2.163, -7.553, 3.660], [-1.584, -6.443, 2.395], [-2.392, -1.171, 3.751], [-1.851, -2.411, 3.057], [-1.403, -3.439, 2.480], [-3.477, -1.250, 3.863], [-1.939, -1.071, 4.741], [-2.159, -0.281, 3.161], [2.013, 2.509, -4.189], [1.269, 1.423, -3.431], [0.651, 0.521, -2.802], [1.557, 3.483, -3.989], [3.060, 2.535, -3.872], [1.972, 2.310, -5.263], [6.810, 6.424, -2.203], [7.046, 7.747, -2.912], [7.241, 8.845, -3.501], [7.761, 6.015, -1.851], [6.148, 6.573, -1.346], [6.348, 5.710, -2.890], [-1.251, 4.729, -2.340], [0.155, 5.271, -2.540], [1.322, 5.720, -2.707], [-1.692, 4.472, -3.307], [-1.219, 3.833, -1.714], [-1.875, 5.482, -1.852], [1.242, 0.222, 4.839], [0.032, 0.815, 5.541], [-0.973, 1.306, 6.124], [1.518, 0.844, 3.983], [2.088, 0.174, 5.531], [1.012, -0.787, 4.487], [-5.574, 3.838, -2.077], [-4.505, 4.764, -1.520], [-3.618, 5.533, -1.058], [-6.490, 3.929, -1.488], [-5.790, 4.101, -3.116], [-5.226, 2.802, -2.037], [1.916, -8.518, 3.416], [0.706, -7.925, 4.118], [-0.299, -7.434, 4.701], [2.192, -7.896, 2.560], [2.762, -8.566, 4.108], [1.686, -9.527, 3.064], [-2.880, 8.847, 0.634], [-3.622, 9.412, 1.835], [-4.237, 9.881, 2.831], [-1.908, 8.457, 0.947], [-3.461, 8.037, 0.184], [-2.726, 9.632, -0.112], [-3.628, 11.669, 5.392], [-4.369, 12.234, 6.593], [-4.985, 12.702, 7.589], [-2.655, 11.279, 5.704], [-4.209, 10.859, 4.942], [-3.474, 12.453, 4.646]], "e_tot_ev": -89217.1155, "lumo_energy_ha": -0.15469, "total_charge": 1, "homo_energy_ev": -11.485}


{"formula": "C30H45N3O2PdSe", "method": "wB97M-V/def2-TZVPD", "symbols": ["Pd", "N", "C", "O", "C", "C", "H", "H", "H", "H", "H", "H", "C", "C", "C", "C", "C", "C", "C", "C", "C", "C", "C", "C", "O", "H", "H", "H", "H", "H", "H", "H", "H", "H", "H", "H", "H", "H", "H", "H", "H", "H", "C", "C", "C", "C", "N", "C", "Se", "N", "C", "C", "C", "C", "C", "C", "C", "C", "C", "C", "H", "H", "H", "H", "H", "H", "H", "H", "H", "H", "H", "H", "H", "H", "H", "H", "H", "H", "H", "H", "H", "H"], "positions_angstrom": [[-0.684, 1.701, 0.412], [-3.204, 2.660, 3.798], [-2.697, 2.347, 2.587], [-1.983, 1.355, 2.437], [-3.082, 3.223, 1.419], [-1.884, 3.489, 0.534], [-2.929, 2.112, 4.596], [-3.716, 3.511, 3.938], [-3.601, 4.124, 1.764], [-3.817, 2.634, 0.860], [-1.172, 4.198, 0.957], [-2.162, 3.771, -0.476], [1.760, 1.256, 2.545], [3.024, 1.688, 1.799], [3.222, 3.204, 1.940], [3.097, 1.262, 0.341], [4.135, 0.423, -0.043], [4.339, 0.078, -1.371], [3.515, 0.637, -2.333], [2.465, 1.496, -2.014], [1.659, 2.042, -3.196], [0.447, 2.926, -2.894], [2.587, 2.825, -4.139], [2.194, 1.762, -0.642], [1.154, 2.473, -0.268], [1.853, 1.464, 3.614], [1.562, 0.190, 2.413], [0.902, 1.821, 2.180], [3.874, 1.199, 2.281], [2.401, 3.737, 1.460], [4.155, 3.520, 1.469], [3.256, 3.489, 2.997], [4.810, 0.044, 0.719], [5.146, -0.588, -1.652], [3.685, 0.387, -3.376], [1.287, 1.170, -3.751], [0.737, 3.811, -2.328], [-0.313, 2.403, -2.321], [0.005, 3.250, -3.842], [2.975, 3.708, -3.624], [2.035, 3.163, -5.020], [3.439, 2.237, -4.479], [-0.123, -2.120, -3.968], [0.047, -3.013, -2.743], [1.269, -2.647, -1.900], [1.110, -1.352, -1.111], [0.169, -1.505, -0.004], [-1.098, -1.039, 0.052], [-1.896, 0.084, -1.187], [-1.646, -1.448, 1.221], [-3.033, -1.291, 1.640], [-3.813, -2.597, 1.498], [-4.045, -3.033, 0.052], [-5.094, -2.191, -0.668], [-0.692, -2.144, 1.952], [-0.730, -2.717, 3.215], [0.436, -3.315, 3.666], [1.595, -3.341, 2.885], [1.630, -2.772, 1.623], [0.460, -2.177, 1.174], [-0.997, -2.416, -4.551], [0.754, -2.181, -4.618], [-0.265, -1.076, -3.684], [0.132, -4.055, -3.060], [-0.855, -2.959, -2.121], [2.143, -2.534, -2.546], [1.500, -3.459, -1.204], [0.736, -0.546, -1.734], [2.057, -1.026, -0.686], [-3.460, -0.490, 1.043], [-3.016, -0.950, 2.674], [-4.777, -2.470, 2.000], [-3.280, -3.380, 2.045], [-4.351, -4.081, 0.046], [-3.099, -2.993, -0.499], [-6.059, -2.256, -0.159], [-5.231, -2.530, -1.696], [-4.798, -1.141, -0.714], [-1.625, -2.687, 3.823], [0.455, -3.769, 4.649], [2.486, -3.811, 3.282], [2.529, -2.772, 1.021]], "multiplicity": 3, "e_tot_ev": -109232.2911, "lumo_energy_ha": [0.01502, -0.01974], "total_charge": 0, "homo_energy_ev": [-6.603, -6.900]}


{"formula": "C30H45N5O5S4", "method": "wB97M-V/def2-TZVPD", "symbols": ["O", "S", "O", "O", "C", "C", "C", "C", "C", "C", "C", "C", "C", "S", "C", "S", "N", "C", "C", "N", "C", "C", "C", "C", "N", "C", "C", "C", "C", "C", "C", "S", "H", "H", "H", "H", "H", "H", "H", "H", "H", "H", "H", "H", "H", "H", "H", "H", "H", "H", "H", "H", "H", "H", "H", "C", "O", "C", "C", "C", "N", "H", "H", "H", "H", "H", "H", "H", "H", "H", "H", "H", "C", "O", "C", "C", "C", "N", "H", "H", "H", "H", "H", "H", "H", "H", "H", "H", "H"], "positions_angstrom": [[7.654, -0.551, 1.400], [6.958, -1.227, 0.302], [5.601, -1.600, 0.787], [7.747, -2.597, -0.167], [6.892, -0.086, -1.130], [5.402, 0.327, -1.529], [4.691, -0.974, -2.113], [3.123, -0.886, -2.163], [2.602, -0.040, -3.256], [1.163, 0.080, -3.438], [0.556, 0.945, -4.590], [0.053, 2.315, -3.955], [1.211, 3.138, -3.293], [0.571, 4.489, -2.194], [1.221, 4.171, -0.515], [0.191, 3.935, 0.741], [2.649, 4.089, -0.253], [3.644, 5.037, -0.582], [4.892, 4.443, -0.141], [4.649, 3.187, 0.464], [3.310, 3.018, 0.389], [0.268, -0.645, -2.536], [0.704, -1.477, -1.397], [2.194, -1.580, -1.223], [-0.200, -2.207, -0.512], [-1.454, -1.520, -0.222], [-2.075, -1.667, 1.138], [-3.363, -1.002, 1.404], [-4.068, -0.170, 0.422], [-3.474, -0.023, -0.899], [-2.218, -0.709, -1.173], [-1.520, -0.519, -2.854], [7.988, -2.552, -1.108], [7.331, -0.647, -2.002], [7.545, 0.791, -0.923], [4.840, 0.785, -0.686], [5.519, 1.082, -2.352], [5.015, -1.016, -3.192], [5.051, -1.919, -1.647], [3.254, 0.513, -3.961], [1.354, 1.210, -5.330], [-0.283, 0.362, -5.035], [-0.458, 2.893, -4.771], [-0.730, 2.118, -3.177], [1.829, 3.563, -4.132], [1.912, 2.528, -2.673], [3.479, 6.016, -1.079], [5.882, 4.932, -0.248], [2.836, 2.108, 0.807], [2.676, -2.173, -0.418], [0.276, -2.315, 0.386], [-1.645, -2.267, 1.964], [-3.876, -1.110, 2.390], [-5.033, 0.313, 0.698], [-3.958, 0.597, -1.687], [0.779, -1.632, 4.205], [1.757, -1.319, 3.253], [2.198, 0.022, 3.255], [3.278, 0.342, 4.298], [2.754, 0.496, 5.723], [4.326, -0.673, 4.283], [0.093, -0.796, 4.372], [1.230, -1.947, 5.148], [0.210, -2.478, 3.813], [2.636, 0.176, 2.263], [1.347, 0.711, 3.328], [3.721, 1.303, 4.016], [2.517, -0.462, 6.187], [3.506, 0.976, 6.351], [1.856, 1.120, 5.746], [4.724, -0.701, 3.355], [3.876, -1.582, 4.372], [-10.287, -2.539, -1.406], [-10.306, -1.282, -0.751], [-9.755, -1.288, 0.557], [-8.219, -1.194, 0.603], [-7.516, -2.503, 0.254], [-7.715, -0.135, -0.279], [-10.437, -3.368, -0.709], [-9.351, -2.669, -1.954], [-11.098, -2.550, -2.136], [-10.161, -0.398, 1.048], [-10.122, -2.151, 1.126], [-7.940, -0.942, 1.631], [-7.526, -2.711, -0.816], [-6.468, -2.462, 0.559], [-7.979, -3.347, 0.772], [-8.110, 0.754, 0.018], [-8.126, -0.285, -1.199]], "e_tot_ev": -92863.4983, "lumo_energy_ha": -0.03697, "smiles": "O=S(=O)(O)CCCc1cc(CCCSC(=S)n2ccnc2)c2c(c1)Nc1ccccc1S2.COC[C@@H](C)N.COC[C@@H](C)N", "total_charge": 0, "homo_energy_ev": -7.565}